Entry 1:
Here is a molecular structure, C17H40GdNOP3 in a non-equilibrium geometry from the Open Molecules 2025 dataset. Energies are from ωB97M-V with the def2-TZVPD basis set.

⟨S²⟩: 16.047
LUMO (spin up / spin down) (eV): -9.7 / -12.2
E_HOMO (spin up / spin down) (eV): -17.465 / -17.464

```
! wB97M-V def2-TZVPD RIJCOSX def2/J DEFGRID3
* xyz 3 8
Gd -0.5241 -0.0751 0.4473
P 1.4079 0.6267 2.5679
P -1.3036 2.4635 -0.0241
P 1.8867 -0.5682 -0.6544
H -1.9005 -3.0450 1.6941
C -0.8213 -3.2046 1.5540
C 0.0886 -2.8612 2.5096
H -0.2266 -2.4025 3.4596
C 1.0421 0.9970 4.3203
C 2.0839 2.2663 2.1045
C 2.9589 -0.2886 2.8755
C -2.6437 2.3525 -1.2676
C -1.9646 3.6963 1.1309
C -0.0284 3.4041 -0.9308
C 2.7624 -2.1123 -0.2659
C 3.2649 0.6040 -0.7789
C 1.4627 -0.7976 -2.4156
H -0.5178 -3.7450 0.6535
H 1.1677 -2.9781 2.3631
H 0.6863 0.0988 4.8517
H 0.2871 1.7934 4.4248
H 1.9811 1.3373 4.8004
H 1.2951 3.0287 2.1530
H 2.5026 2.2645 1.0913
H 2.8765 2.5076 2.8274
H 2.7271 -1.2472 3.3530
H 3.5722 0.3156 3.5565
H 3.5226 -0.4897 1.9609
H -2.8997 3.3856 -1.5573
H -3.5411 1.8714 -0.8485
H -2.3347 1.7898 -2.1637
H -2.1855 4.5983 0.5379
H -1.2027 3.9200 1.8949
H -2.8879 3.3231 1.6032
H -0.5094 4.3216 -1.2870
H 0.3688 2.8349 -1.7895
H 0.8023 3.6541 -0.2531
H 3.1151 -2.5247 -1.2196
H 2.0935 -2.8349 0.2200
H 3.6178 -1.9007 0.3872
H 3.8996 0.2577 -1.6081
H 3.8458 0.6236 0.1511
H 2.8964 1.6158 -1.0080
H 2.3990 -1.0299 -2.9252
H 1.0266 0.1160 -2.8351
H 0.7419 -1.6069 -2.5693
C -2.0009 -1.7206 -2.3718
C -2.9618 -1.0632 -3.1101
C -3.2153 -1.4749 -4.4121
C -2.5198 -2.5506 -4.9491
C -1.6021 -3.2560 -4.1797
C -1.3566 -2.8543 -2.8434
O -1.6285 -1.2067 -1.0594
H -1.9006 -1.9135 -0.3717
H -3.4798 -0.2230 -2.6654
H -3.9233 -0.9360 -5.0362
H -2.6827 -2.8729 -5.9954
H -1.0316 -4.1032 -4.5953
H -0.6154 -3.3822 -2.2496
N -1.9035 0.2307 2.4284
H -1.7441 1.2359 2.6385
H -1.4209 -0.3259 3.1484
H -2.9048 0.0606 2.5317
*
```

---

Entry 2:
Here is a molecular structure, C17H40LaNOP3 in a non-equilibrium geometry from the Open Molecules 2025 dataset. Energies are from ωB97M-V with the def2-TZVPD basis set.

Energy above the lowest of the compared OMol25 structures with the same formula, charge and spin (kJ/mol): 4.6
LUMO (spin up / spin down) (eV): -12.1 / -12.1
E_HOMO (spin up / spin down) (eV): -15.470 / -15.469

```
! wB97M-V def2-TZVPD RIJCOSX def2/J DEFGRID3
* xyz 3 1
La -1.4778 2.2079 -1.0145
P 2.0172 -1.4228 2.3978
P 1.0563 2.6846 0.4383
P -1.8917 -2.2472 0.8876
H -1.3106 4.0231 -3.3382
C -2.0682 3.3165 -2.9860
C -3.0395 3.6765 -1.9976
H -3.1100 4.7068 -1.6083
C 3.5514 -2.3742 2.4070
C 2.2518 0.2094 3.1287
C 0.8311 -2.2672 3.4812
C 0.9058 3.8127 -1.0337
C 1.3972 3.8544 1.8120
C 2.7078 2.0355 0.0093
C -3.1500 -2.5458 -0.4193
C -2.3753 -3.5777 2.0670
C -0.4824 -3.1343 0.0951
H -2.2435 2.4898 -3.6929
H -3.9792 3.0739 -1.9747
H 3.9640 -2.5586 3.4097
H 4.3084 -1.8534 1.8135
H 3.3768 -3.3457 1.9336
H 2.6287 0.1233 4.1587
H 1.2952 0.7606 3.1283
H 2.9743 0.8014 2.5446
H 1.3024 -3.1265 3.9811
H -0.0377 -2.6212 2.9090
H 0.4614 -1.5827 4.2554
H 1.7208 4.5160 -0.8242
H -0.0555 4.3736 -1.0892
H 1.1221 3.2933 -1.9850
H 2.2958 4.4523 1.5930
H 1.5516 3.2905 2.7470
H 0.5352 4.5266 1.9469
H 3.2487 2.7870 -0.5889
H 2.5705 1.1223 -0.5916
H 3.2803 1.8047 0.9106
H -3.5537 -3.5638 -0.3147
H -2.7196 -2.4021 -1.4208
H -3.9509 -1.8102 -0.2773
H -3.0244 -4.3034 1.5593
H -2.9314 -3.1101 2.8897
H -1.4987 -4.0899 2.4810
H -0.8477 -3.9542 -0.5352
H 0.2170 -3.5096 0.8506
H 0.0613 -2.4129 -0.5283
C 0.2755 -0.5412 -2.1429
C 1.2915 -0.9046 -3.0755
C 0.9320 -1.3781 -4.3191
C -0.4002 -1.2941 -4.7663
C -1.3790 -0.7676 -3.9322
C -1.0615 -0.2942 -2.6616
O 0.5233 -0.5210 -0.8563
H 1.5076 -1.2293 1.0536
H 2.3282 -0.9289 -2.7344
H 1.6893 -1.8041 -4.9738
H -0.6726 -1.6582 -5.7562
H -2.4229 -0.7345 -4.2606
H -1.9117 -0.0508 -1.9974
N -2.1302 1.5697 1.4237
H -2.9805 1.9427 1.8697
H -1.3271 1.9170 1.9732
H -2.1468 0.5481 1.5403
*
```

---

Entry 3:
Here is a molecular structure, C17H40NP3SSn in a non-equilibrium geometry from the Open Molecules 2025 dataset. Energies are from ωB97M-V with the def2-TZVPD basis set.

Energy above the lowest of the compared OMol25 structures with the same formula, charge and spin (kJ/mol): 320.1
LUMO (spin up / spin down) (eV): -14.1 / -13.7
E_HOMO (spin up / spin down) (eV): -19.767 / -20.532

```
! wB97M-V def2-TZVPD RIJCOSX def2/J DEFGRID3
* xyz 4 1
Sn 0.4160 -0.7516 0.7390
P -0.5079 1.4256 2.3595
P -2.1155 -1.4788 0.3777
P 2.7239 0.7993 0.8149
H 1.0271 -1.2684 -1.8098
C 0.7627 -1.9891 -0.9877
C 1.7712 -2.2656 0.0169
H 1.7260 -3.2198 0.5767
C -0.8578 2.8797 1.3153
C -2.0950 1.2373 3.2384
C 0.5274 2.1274 3.6905
C -2.3976 -2.8397 -0.7907
C -2.9991 -1.9995 1.8802
C -3.0762 -0.1039 -0.3152
C 3.9466 0.2776 -0.4332
C 3.6746 0.6955 2.3786
C 2.6398 2.5940 0.5018
H 0.2079 -2.8596 -1.3331
H 2.7854 -1.9093 -0.2261
H -1.2659 3.6756 1.9532
H -1.5971 2.6194 0.5472
H 0.0505 3.2420 0.8190
H -2.3381 2.1901 3.7305
H -2.0081 0.4609 4.0094
H -2.9101 0.9726 2.5541
H -0.0588 2.8761 4.2426
H 1.4344 2.6062 3.3034
H 0.8165 1.3315 4.3905
H -3.4572 -3.1375 -0.7658
H -1.7809 -3.7058 -0.5165
H -2.1372 -2.5313 -1.8112
H -4.0673 -2.0628 1.6271
H -2.8714 -1.2896 2.7094
H -2.6526 -2.9940 2.1977
H -4.1364 -0.3924 -0.3111
H -2.7630 0.0860 -1.3506
H -2.9581 0.8225 0.2630
H 4.6346 1.1164 -0.6108
H 3.4387 0.0199 -1.3737
H 4.5179 -0.5862 -0.0697
H 4.5381 1.3769 2.3335
H 4.0392 -0.3325 2.5102
H 3.0466 0.9695 3.2380
H 3.6520 2.9547 0.2676
H 2.2513 3.1435 1.3682
H 1.9899 2.7759 -0.3645
C 0.3213 -0.8247 -4.5084
C 0.4115 0.5419 -5.1312
C -0.7002 1.4223 -4.6792
C -1.8757 0.8356 -4.2864
C -2.0230 -0.5803 -4.1836
C -0.9085 -1.4350 -4.2518
S 1.8714 -1.0711 -4.0372
H 1.4317 0.8055 -4.7062
H 0.4233 0.5044 -6.2367
H -0.5447 2.5013 -4.7726
H -2.7615 1.4301 -4.0811
H -2.9967 -1.0172 -3.9994
H -0.9281 -2.5000 -4.0540
N 0.6430 -1.9106 2.7745
H -0.2611 -2.0562 3.2343
H 1.2526 -1.3775 3.4104
H 1.0779 -2.8274 2.6241
*
```

---

Copy entry 1 word for word.
Here is a molecular structure, C17H40GdNOP3 in a non-equilibrium geometry from the Open Molecules 2025 dataset. Energies are from ωB97M-V with the def2-TZVPD basis set.

⟨S²⟩: 16.047
LUMO (spin up / spin down) (eV): -9.7 / -12.2
E_HOMO (spin up / spin down) (eV): -17.465 / -17.464

```
! wB97M-V def2-TZVPD RIJCOSX def2/J DEFGRID3
* xyz 3 8
Gd -0.5241 -0.0751 0.4473
P 1.4079 0.6267 2.5679
P -1.3036 2.4635 -0.0241
P 1.8867 -0.5682 -0.6544
H -1.9005 -3.0450 1.6941
C -0.8213 -3.2046 1.5540
C 0.0886 -2.8612 2.5096
H -0.2266 -2.4025 3.4596
C 1.0421 0.9970 4.3203
C 2.0839 2.2663 2.1045
C 2.9589 -0.2886 2.8755
C -2.6437 2.3525 -1.2676
C -1.9646 3.6963 1.1309
C -0.0284 3.4041 -0.9308
C 2.7624 -2.1123 -0.2659
C 3.2649 0.6040 -0.7789
C 1.4627 -0.7976 -2.4156
H -0.5178 -3.7450 0.6535
H 1.1677 -2.9781 2.3631
H 0.6863 0.0988 4.8517
H 0.2871 1.7934 4.4248
H 1.9811 1.3373 4.8004
H 1.2951 3.0287 2.1530
H 2.5026 2.2645 1.0913
H 2.8765 2.5076 2.8274
H 2.7271 -1.2472 3.3530
H 3.5722 0.3156 3.5565
H 3.5226 -0.4897 1.9609
H -2.8997 3.3856 -1.5573
H -3.5411 1.8714 -0.8485
H -2.3347 1.7898 -2.1637
H -2.1855 4.5983 0.5379
H -1.2027 3.9200 1.8949
H -2.8879 3.3231 1.6032
H -0.5094 4.3216 -1.2870
H 0.3688 2.8349 -1.7895
H 0.8023 3.6541 -0.2531
H 3.1151 -2.5247 -1.2196
H 2.0935 -2.8349 0.2200
H 3.6178 -1.9007 0.3872
H 3.8996 0.2577 -1.6081
H 3.8458 0.6236 0.1511
H 2.8964 1.6158 -1.0080
H 2.3990 -1.0299 -2.9252
H 1.0266 0.1160 -2.8351
H 0.7419 -1.6069 -2.5693
C -2.0009 -1.7206 -2.3718
C -2.9618 -1.0632 -3.1101
C -3.2153 -1.4749 -4.4121
C -2.5198 -2.5506 -4.9491
C -1.6021 -3.2560 -4.1797
C -1.3566 -2.8543 -2.8434
O -1.6285 -1.2067 -1.0594
H -1.9006 -1.9135 -0.3717
H -3.4798 -0.2230 -2.6654
H -3.9233 -0.9360 -5.0362
H -2.6827 -2.8729 -5.9954
H -1.0316 -4.1032 -4.5953
H -0.6154 -3.3822 -2.2496
N -1.9035 0.2307 2.4284
H -1.7441 1.2359 2.6385
H -1.4209 -0.3259 3.1484
H -2.9048 0.0606 2.5317
*
```